Density functional theory data (ωB97M-V/def2-TZVPD) for C4H4O5 in the gas phase at a distorted geometry.

Calculated values
* highest occupied orbital energy: -11.203 eV
* structure (SMILES): O=C(O)[C@H]1O[C@@H]1C(=O)O
* relative energy (zero: lowest compared OMol25 entry of this formula, charge and spin): 2.945 eV
* calculated total energy: -14447.024 eV
* M: 132.1 g/mol
* HOMO-LUMO gap: 11.52 eV

Last columns: bonded neighbours and bond lengths (Å).
Element x y z (Å)
1 O 2.26438 -0.19763 -1.05470  C2 1.176
2 C 1.89809 -0.06012 0.05432  O1 1.176, O3 1.312, C4 1.462
3 O 2.66710 -0.35142 1.07648  C2 1.312, H10 0.885
4 C 0.50165 0.25802 0.34748  C2 1.462, O5 1.448, C6 1.439, H11 1.231
5 O -0.08226 1.22201 -0.56172  C4 1.448, C6 1.391
6 C -0.55369 -0.08714 -0.56850  C4 1.439, O5 1.391, C7 1.447, H12 0.902
7 C -1.90568 -0.35878 -0.12998  C6 1.447, O8 1.152, O9 1.418
8 O -2.54621 -1.31178 -0.03124  C7 1.152
9 O -2.47631 0.72233 0.58915  C7 1.418, H13 0.898
10 H 3.32607 -0.81202 0.70765  O3 0.885
11 H 0.39260 0.71506 1.48474  C4 1.231
12 H -0.08654 -0.47788 -1.23405  C6 0.902
13 H -1.88789 1.39492 0.67802  O9 0.898